a.
Formula: C2H4O2S
Source: OMol25
Level of theory: ωB97M-V/def2-TZVPD

LUMO energy (spin up / spin down): -0.0623 / -0.0629 Ha
SMILES: CC=O.O=S
HOMO level (spin up / spin down): -9.489 / -9.483 eV
HOMO-LUMO gap (spin up / spin down): 7.8 / 7.8 eV

Element x y z (Å)
1 C -0.4844 -0.5535 0.7151
2 C -0.2887 -1.3461 -0.5357
3 O 0.5446 -2.1823 -0.7350
4 H 0.2446 0.2390 0.5126
5 H -0.2056 -1.2302 1.6144
6 H -1.4842 -0.1702 0.6464
7 H -0.9994 -1.0871 -1.3211
8 O 0.7214 3.5533 -0.4584
9 S 1.9518 2.7771 -0.4384

Here are the Löwdin charges for atoms 1 to 2, given in e: -0.050, -0.360



b.
Formula: C2H4O2S
Source: OMol25
Level of theory: ωB97M-V/def2-TZVPD

LUMO energy (spin up / spin down): 0.0022 / 0.0022 Ha
HOMO level (spin up / spin down): -8.325 / -8.326 eV
HOMO-LUMO gap (spin up / spin down): 8.4 / 8.4 eV

Element x y z (Å)
1 C -0.2864 -0.1086 -0.1983
2 C 1.0566 0.5874 -0.0033
3 O -2.8463 -0.2548 0.0139
4 O -0.3866 -1.4365 -0.1847
5 S -1.7570 0.7323 0.1549
6 H 0.7099 1.6906 0.2732
7 H 1.5832 0.5509 -1.0145
8 H 1.5839 0.0804 0.7997
9 H 0.3426 -1.8416 0.1591

Here are the Löwdin charges for atoms 1 to 2, given in e: -0.624, -0.093



c.
Formula: C2H4O2S
Source: OMol25
Level of theory: ωB97M-V/def2-TZVPD

LUMO energy: 0.0232 Ha
SMILES: O[C@@]1(S)CO1
HOMO level: -9.835 eV
HOMO-LUMO gap: 10.5 eV

Element x y z (Å)
1 O -0.1425 -1.7591 -0.1370
2 C 0.1883 -0.1745 0.0519
3 S 1.8928 0.2934 -0.1016
4 C -0.9931 0.5797 -0.3483
5 O -0.5880 0.3997 1.0013
6 H 0.6572 -2.2245 0.1290
7 H 1.7566 1.3011 0.7755
8 H -0.9120 1.5855 -0.7334
9 H -1.8593 -0.0012 -0.6374

Here are the Löwdin charges for atoms 1 to 2, given in e: -0.078, -0.810



d.
Formula: C2H4O2S
Source: OMol25
Level of theory: ωB97M-V/def2-TZVPD

LUMO energy (spin up / spin down): -0.0381 / -0.0355 Ha
HOMO level (spin up / spin down): -8.324 / -7.944 eV
HOMO-LUMO gap (spin up / spin down): 7.3 / 7.0 eV

Element x y z (Å)
1 C -1.0796 -0.5867 -0.1244
2 C 0.3890 -0.3943 0.1959
3 O -0.7066 -1.8809 2.9827
4 O -1.7680 0.4664 -0.2851
5 S -1.9336 -2.1489 2.2082
6 H 0.3024 -0.2882 1.2532
7 H 0.7262 0.5055 -0.3216
8 H 0.9952 -1.3736 0.0596
9 H -1.3113 1.2928 -0.2435

Here are the Löwdin charges for atoms 1 to 2, given in e: -0.258, -0.113



In terms of stability, b leads; the second structure lies 6.1 kJ/mol higher.